Record 1
Computed, not measured: an isolated molecule of C5H14N2, with wB97M-V/def2-TZVPD.

Last column: Löwdin charge in e.
Atoms and positions in Å:
N -1.002097 -1.049099 -0.355614  -0.0490
N -0.030422 0.097971 -2.320904  0.0088
C -0.679137 -0.825904 2.037078  -0.0649
C -0.001836 1.110351 0.564271  -0.2353
C 1.451518 1.560607 0.515849  -0.1118
C -0.137445 -0.418437 0.681597  -0.3927
C -0.503654 -1.149345 -1.684093  -0.3267
H 0.104541 -1.009230 2.761449  0.0711
H -0.416735 1.576784 1.457121  0.0934
H 1.559214 2.631475 0.611629  0.0658
H -0.559966 1.526740 -0.274316  0.0951
H 0.294511 -1.897824 -1.760740  0.1089
H 0.974477 0.170415 -2.179477  0.0531
H -1.220156 -1.766391 2.008439  0.0717
H 1.985577 1.130155 1.358000  0.0721
H -1.884760 -0.546050 -0.355810  0.1142
H -1.307708 -0.043944 2.471671  0.0728
H 1.977892 1.244897 -0.383761  0.0584
H 0.852844 -0.830572 0.500049  0.1292
H -1.289332 -1.543380 -2.331268  0.1097
H -0.167319 0.030782 -3.321170  0.0563

Forces on atoms 1 to 6 (eV/Å):
-0.164 0.479 0.695
0.191 -0.013 0.094
0.084 -0.134 0.668
0.206 0.578 0.257
0.121 -0.224 0.049
-0.584 -0.281 -1.149

calculated total energy: -8391.865 eV
largest force on an atom: 1.32 eV/A
E_HOMO: -8.85 eV
relative energy (zero: lowest compared OMol25 entry of this formula, charge and spin): 0.7544 eV
Kohn-Sham gap: 9.979 eV
charge: 0
multiplicity: 1



Record 2
Computed, not measured: the ion C5H14N2 with charge +1, with wB97M-V/def2-TZVPD.

Last column: Löwdin charge in e.
Atoms and positions in Å:
N -0.483266 0.285329 0.432273  0.1509
N 1.577941 -1.183323 -2.088480  -0.0126
C -2.997504 -0.132041 1.102870  -0.0663
C 0.965540 0.298940 0.832818  -0.1607
C 1.900773 0.775818 -0.257343  -0.1866
C -1.423174 -0.486028 1.226434  -0.1770
C 1.679394 0.254623 -1.703575  -0.2957
H -3.493105 -0.233300 0.149684  0.0601
H -3.360300 0.909058 1.396598  0.0987
H 0.752690 0.792934 -2.059231  0.1076
H 1.087426 0.813962 1.758801  0.1262
H 1.446735 -1.353583 -3.102833  0.0889
H -3.453996 -0.952897 1.760274  0.1069
H -0.762033 1.292990 0.312945  0.1951
H 2.534198 0.720573 -2.257781  0.1257
H -1.228767 -0.144332 2.294589  0.1713
H -1.418144 -1.572731 1.051241  0.1391
H 0.652344 -1.496957 -1.715321  0.0644
H 2.959263 0.378694 -0.055294  0.1535
H 1.841185 1.856676 -0.339715  0.1146
H 1.222801 -0.824406 1.261045  0.1959

Forces on atoms 1 to 6 (eV/Å):
0.914 2.024 2.410
-1.384 0.107 1.360
-0.005 -0.114 1.134
0.189 -4.983 -0.354
1.623 -2.127 -0.551
-2.996 1.092 -0.065

calculated total energy: -8382.092 eV
largest force on an atom: 5.00 eV/A
E_HOMO (alpha / beta): -12.98 / -12.94 eV
relative energy (zero: lowest compared OMol25 entry of this formula, charge and spin): 2.3184 eV
Kohn-Sham gap (alpha / beta): 9.779 / 4.866 eV
charge: +1
multiplicity: 2



Record 3
Computed, not measured: the ion C5H14N2 with charge +1, with wB97M-V/def2-TZVPD.

Last column: Löwdin charge in e.
Atoms and positions in Å:
N -0.656628 0.839110 -0.563466  -0.0828
N 1.751612 -1.346969 1.472513  0.0539
C 0.535652 0.442901 0.184950  -0.0977
C -1.696422 1.347655 0.414350  0.0296
C 0.513212 -1.033595 0.870751  -0.4271
C -0.336272 1.726066 -1.597071  -0.0777
C 0.181278 -2.036686 -0.222116  -0.0616
H -0.355577 -1.051321 1.512623  0.1275
H -0.453344 -1.650033 -1.027719  0.0773
H -1.302886 2.061476 1.083950  0.0922
H 1.358887 0.254841 -0.472338  0.1214
H 0.386460 1.255003 -2.330995  0.1303
H 0.213959 2.696598 -1.394564  0.1511
H -1.930095 0.502519 1.034865  0.0889
H 0.715942 1.199594 0.930586  0.1441
H 2.360920 -1.855061 0.778963  0.1139
H -1.224491 2.099737 -2.249992  0.1416
H -2.572695 1.826863 -0.217563  0.1557
H 1.715385 -1.807751 2.412102  0.1270
H 1.121679 -2.527236 -0.674620  0.1144
H -0.326574 -2.943711 0.054791  0.0780

Forces on atoms 1 to 6 (eV/Å):
1.144 2.640 3.738
0.928 -0.775 0.436
-0.071 -2.567 -0.252
-2.002 -0.754 -3.315
-1.458 -0.120 -0.890
-0.232 1.272 -4.990

calculated total energy: -8382.537 eV
largest force on an atom: 5.15 eV/A
E_HOMO (alpha / beta): -13.47 / -13.19 eV
relative energy (zero: lowest compared OMol25 entry of this formula, charge and spin): 1.8729 eV
Kohn-Sham gap (alpha / beta): 10.842 / 5.363 eV
charge: +1
multiplicity: 2



Record 4
Computed, not measured: the ion C5H14N2 with charge +2, with wB97M-V/def2-TZVPD.

Last column: Löwdin charge in e.
Atoms and positions in Å:
N -0.986883 -2.567118 2.220001  0.2010
N 1.273312 1.402612 -2.261113  0.2565
C 0.174721 0.947017 -1.211914  -0.3096
C 0.689292 -0.091434 -0.151302  -0.1553
C -0.152207 -1.435035 1.783352  -0.0728
C -0.505001 2.132887 -0.497097  -0.0410
C -0.448323 -0.863733 0.588996  -0.0559
H 0.173579 2.792269 0.095190  0.1081
H 0.792982 1.436188 -3.098021  0.1280
H -1.168375 1.697975 0.356029  0.1263
H -0.574565 0.309994 -1.871033  0.1870
H -1.009241 2.646412 -1.343387  0.1024
H -0.546781 -3.051547 2.953575  0.1527
H 1.370883 0.174707 0.700341  0.1398
H 0.662074 -1.062132 2.576795  0.1977
H -1.938405 -2.303758 2.739650  0.2526
H 1.208545 -0.831978 -0.731564  0.1096
H -1.208051 -1.322256 -0.118439  0.1513
H 1.965588 0.638200 -2.288996  0.1771
H -1.352233 -2.972677 1.401379  0.1425
H 1.579085 2.323405 -1.842444  0.2019

Forces on atoms 1 to 6 (eV/Å):
-3.316 3.594 1.933
-0.054 -0.480 5.011
-1.182 -1.737 0.905
-0.438 0.174 0.825
0.652 2.269 0.321
-0.360 -0.700 0.006

calculated total energy: -8373.582 eV
largest force on an atom: 5.26 eV/A
E_HOMO: -18.33 eV
relative energy (zero: lowest compared OMol25 entry of this formula, charge and spin): 1.7681 eV
Kohn-Sham gap: 11.195 eV
charge: +2
multiplicity: 1



> What is the calculated total energy in the fourth record?

-8373.582 eV



> Which of these has the highest largest force on an atom?

number 4



> Which of these has the highest relative energy (zero: lowest compared OMol25 entry of this formula, charge and spin)?

number 2